[1]
This record from the OMol25 dataset describes a molecular structure, C18H47FeN4O6. The level of theory is wB97M-V/def2-TZVPD.

```
76
Properties=species:S:1:pos:R:3:forces:R:3
Fe 0.108323 -0.711639 0.642039 0.1204 -0.1836 -0.3604
C 1.577103 -2.960231 -2.253070 -0.6932 -0.4265 -0.1429
C 0.777220 -2.079948 -1.342765 -0.1845 -0.9041 0.8676
O 0.268166 -2.643876 -0.323836 -0.2315 0.1784 -0.0630
O 0.733079 -0.822196 -1.428266 0.1247 0.3498 -0.3602
H 2.458978 -3.168046 -1.642119 0.5618 0.3685 -0.7281
H 1.660336 -2.571335 -3.263987 0.8082 0.3156 0.2262
H 1.147359 -3.956755 -2.370129 -0.4359 0.1689 0.2780
C -0.518168 -2.291117 4.799853 -1.3951 -0.0665 0.7110
C -0.294269 -2.449185 3.307324 -0.6403 -0.3063 -0.0564
C -1.327866 -3.377104 2.684092 0.1180 -1.6387 0.5977
O -2.628787 -2.943190 2.967726 -0.0413 0.5073 0.3836
C -3.645487 -3.892521 2.777980 -0.9539 0.2794 -1.9625
N -0.444507 -1.118289 2.642718 -0.4651 -0.1076 1.1918
H -1.581440 -2.102731 5.000450 -0.0522 -0.2353 -0.3141
H -0.095161 -1.419389 5.304804 0.8613 -0.2301 -0.3519
H -0.306499 -3.212827 5.341736 0.3382 0.1312 0.0361
H 0.621867 -3.023307 3.158448 0.4878 0.9554 -0.4617
H -1.137268 -4.357236 3.154114 -0.2275 0.0431 0.1595
H -1.182780 -3.607383 1.621640 0.1070 0.6771 -0.1550
H -3.691473 -4.195535 1.719338 0.6305 -0.4420 0.0659
H -4.607861 -3.376631 2.789591 0.0905 0.0964 0.9604
H -3.638859 -4.787267 3.395032 0.2992 0.1728 0.3927
H -1.462010 -0.998494 2.716505 0.0434 -0.0111 -0.3641
H -0.156222 -0.432404 3.342017 0.4814 0.0936 -0.3485
C -3.350866 -1.961377 -0.416747 -0.2553 -0.1644 -0.4665
C -2.628434 -0.727811 -0.968630 -0.7782 -0.8387 -0.6272
C -3.560739 0.191169 -1.758695 -0.1088 0.9480 0.7933
O -2.785145 1.335094 -2.083290 -0.2348 -0.0926 -0.1844
C -3.446257 2.284212 -2.915448 0.6755 0.1994 0.3733
N -1.919156 -0.058932 0.153535 -1.2985 1.3000 -0.3848
H -2.669365 -2.811307 -0.432664 -0.0400 -0.0277 0.3374
H -4.221536 -2.242133 -1.015590 0.1892 0.0850 -0.2967
H -3.777319 -1.813977 0.577541 0.3450 0.1207 0.1506
H -1.936541 -1.052520 -1.747421 0.5562 0.0004 0.4755
H -4.432804 0.508997 -1.164189 0.0102 -0.0920 0.0892
H -3.957765 -0.268571 -2.668730 0.2297 -0.3138 0.0553
H -2.637662 2.922302 -3.275246 -0.1998 0.0066 -0.3241
H -4.118775 2.934252 -2.349448 -0.2259 -0.2537 0.0505
H -3.963794 1.802787 -3.745177 -0.0068 0.0238 -0.0403
H -2.640386 0.031909 0.876656 0.2663 -0.6072 0.2511
H -1.906942 0.937837 -0.097650 0.7206 -0.1558 -0.4209
C 2.929986 2.484231 1.606812 -0.2980 -0.8845 -0.3819
C 2.377519 1.188978 0.971845 0.2532 1.0195 0.0043
C 2.858062 -0.043186 1.765239 -1.4482 0.4486 -0.3076
O 2.177122 -1.188914 1.238164 0.7490 0.0973 -0.1725
C 2.806090 -2.412520 1.579859 -0.2254 -0.5313 0.9430
N 0.912511 1.323184 0.887472 -0.7067 -0.8153 -0.0447
H 2.435315 3.316743 1.110407 0.2510 0.1868 0.0122
H 4.012604 2.557195 1.521856 -0.0129 0.1305 0.1542
H 2.606818 2.463446 2.650148 0.2748 0.2756 0.1043
H 2.652068 1.116086 -0.083653 0.5292 -0.2481 0.1614
H 2.524242 0.063274 2.804728 0.2569 0.0920 0.1463
H 3.941582 -0.150596 1.746579 0.0302 -0.0615 -0.2039
H 2.199120 -3.245489 1.231403 0.0925 0.2015 -0.5905
H 2.817253 -2.559067 2.668262 0.1544 0.3496 0.0664
H 3.840793 -2.456046 1.241138 -0.0767 0.0042 -0.3129
H 0.520568 1.891041 1.632679 0.2035 -0.0415 0.1176
H 0.613249 1.768981 -0.016256 0.4215 0.0228 0.4968
C 1.515318 2.196715 -3.921068 1.1588 -0.0101 -0.0140
C 1.425110 2.825061 -2.510063 -0.5227 -0.6541 -1.5574
C 1.147533 4.305150 -2.576748 -0.5934 1.4187 0.5775
O 2.167482 5.151479 -3.070205 0.2059 -0.5782 0.3253
C 3.395070 5.053883 -2.347473 -0.6598 -0.2331 0.3055
N 0.325288 2.181210 -1.786723 0.2702 0.4341 0.7547
H 2.495304 2.388011 -4.371815 -0.0606 0.1428 0.0186
H 0.784801 2.549968 -4.649427 -0.2668 0.1410 0.3343
H 1.446457 1.109967 -3.853050 -0.1191 -0.0166 0.0727
H 2.367989 2.660813 -1.984545 -0.0632 -0.1292 0.0998
H 0.829767 4.659751 -1.581130 0.3484 -0.1661 0.1998
H 0.272175 4.563211 -3.183596 0.0817 -0.5094 -0.2985
H 3.730460 6.061665 -2.113043 0.4263 -0.0156 -0.5371
H 4.072311 4.413652 -2.911808 0.4410 0.4338 -0.0128
H 3.277024 4.583471 -1.363025 -0.2860 -0.0700 -0.0385
H -0.554994 2.491329 -2.172820 -0.2061 -0.2446 -0.0439
H 0.397715 1.174029 -1.870184 -0.1994 -0.1139 -0.4113
```
Forces are in eV/Å.

Net charge   +1
Energy relative to the best compared isomer or geometry (same formula, charge and spin)   0.13 kcal/mol
HOMO (spin up / spin down)   -0.424 / -0.406 Ha
Spin multiplicity   5
DFT total energy   -2648.01701 Ha
Lowest unoccupied orbital energy (spin up / spin down)   -0.0833 / -0.0833 hartree
Kohn-Sham gap (spin up / spin down)   0.3411 / 0.3224 Ha
Strongest force on any atom   0.043 hartree/bohr
⟨S²⟩   6.01

Here are the Löwdin charges for atoms 1 to 6, given in e: Fe 0.78; C 0.02; C -0.68; O -0.08; O -0.07; H 0.09

---

[2]
This record from the OMol25 dataset describes a molecular structure, C18H48AsBaF6O15P3. The level of theory is wB97M-V/def2-TZVPD.

```
92
Properties=species:S:1:pos:R:3:forces:R:3
Ba -2.674648 -1.754157 -2.733705 -1.5376 -1.7528 -1.7558
O -2.675648 -2.280667 -6.999085 0.2509 0.8894 0.4621
H -2.521158 -1.497377 -7.562215 -0.0768 -0.3934 0.3825
O -6.748238 -1.689367 -3.405445 0.9387 0.9050 0.4658
H -6.852818 -0.722977 -3.503825 -0.0137 -0.5162 -0.0080
O -3.607728 -5.910397 -3.074865 0.3525 0.4399 0.8225
H -3.261178 -6.528517 -2.402285 -0.0951 0.4324 -0.3843
As 2.687522 -5.761857 -4.607725 -0.6635 -1.8833 -1.1673
F 3.683602 -5.995537 -3.152555 -0.4735 0.9495 -0.5640
F 3.852242 -4.639597 -5.412405 -1.0704 -0.7139 1.0582
F 1.681662 -5.846777 -6.099635 1.1110 0.7022 1.3382
F 1.490782 -6.894637 -3.907665 1.0653 0.8130 -0.2665
F 1.789402 -4.426837 -3.906745 0.7289 -0.3695 -0.3951
F 3.645002 -7.112877 -5.258975 -0.4488 0.5584 0.1091
C -0.608988 -3.261017 7.400925 0.6043 -0.6761 -1.0715
C -1.784078 -3.800657 6.627425 -0.1903 0.2669 1.0098
O -1.751658 -3.212467 5.305485 -0.2938 -1.9085 -1.0566
P -1.388778 -4.177987 4.039185 -1.4077 -0.4869 -1.3433
O -1.484578 -3.588317 2.689235 0.1459 0.5579 1.1451
O 0.009752 -4.783007 4.367995 1.5020 0.3756 -0.0791
C 1.263572 -4.538737 3.596095 0.4236 -0.7924 2.5299
C 2.212052 -3.473287 4.284705 -1.2393 -0.2609 -1.3469
O -2.328088 -5.505737 4.125055 0.5022 2.1735 3.3618
C -2.513378 -6.283597 3.000775 -0.6598 -0.3364 -2.4021
C -2.771328 -7.763137 3.283015 0.2579 0.8310 0.2819
H -0.471458 -3.792197 8.342755 -0.4739 0.7160 0.4397
H 0.301892 -3.527827 6.865005 0.0932 0.2464 -0.2316
H -0.751818 -2.181497 7.352665 0.4864 0.0101 0.8756
H -1.870998 -4.884647 6.701725 0.2397 -0.0935 -0.8150
H -2.657818 -3.433207 7.165625 -0.4208 0.1233 -0.5456
H 1.748082 -5.493617 3.799955 0.0243 -0.0722 -0.5875
H 1.061302 -4.436857 2.529885 -0.0780 0.4134 0.2774
H 2.047562 -2.552577 3.724945 0.5373 0.2241 0.1991
H 2.042492 -3.258937 5.339885 -0.4581 -0.3945 -0.0845
H 3.234342 -3.844227 4.211045 0.0039 0.2576 -0.3103
H -3.340008 -5.848357 2.439205 -0.1656 -0.1022 -0.1114
H -1.641468 -6.106457 2.371095 0.0569 -0.6841 -0.3494
H -1.856618 -8.110377 3.763455 -0.1977 -0.6844 -0.0946
H -3.638428 -7.945217 3.917905 0.1160 0.3407 0.3469
H -3.034918 -8.280747 2.360675 0.5937 0.0277 -0.1283
C -5.294908 4.669113 3.640175 0.9870 0.5537 2.4162
C -4.245108 3.735773 3.041885 -2.3941 -0.0839 -1.2250
O -3.483388 4.517323 2.156435 1.5110 0.7127 -1.8471
P -2.580068 3.915753 0.898895 -1.1643 1.9060 1.9047
O -3.084358 2.622703 0.498835 -0.1590 -1.0817 -0.9384
O -1.172338 3.898543 1.676095 -1.2437 1.0452 -2.7654
C -0.632768 2.703003 2.123795 2.4874 -1.7371 2.2604
C -0.740468 2.775623 3.655785 -0.6589 0.7416 -0.1507
O -2.555448 5.112383 -0.229635 2.0071 -2.4636 2.8124
C -3.572038 5.376893 -1.150295 -2.3497 1.8278 0.8997
C -4.148128 6.755613 -0.702645 0.0308 0.3161 -1.1309
H -6.017968 4.140883 4.261675 -0.4497 -0.2901 -0.6489
H -4.790638 5.204483 4.444655 0.4233 0.3056 0.2135
H -5.713658 5.525583 3.111785 -0.1363 -0.8050 -0.9017
H -3.703078 3.182563 3.808865 0.2985 0.3823 -0.0196
H -4.805878 3.006313 2.457485 0.2799 -0.3807 -0.1177
H -0.896968 1.696343 1.799865 -1.4959 0.5204 -0.7113
H 0.419472 2.664243 1.842065 0.2614 0.5973 0.0238
H -1.794188 2.781243 3.934595 -0.0677 -0.5899 -0.0199
H -0.210118 2.035583 4.255095 0.0991 0.0262 -0.3207
H -0.485598 3.799813 3.928175 0.6732 -0.0956 0.2200
H -3.179708 5.409933 -2.166695 0.1356 -0.0280 0.2061
H -4.437278 4.715793 -1.101285 0.4495 -0.7102 -0.0332
H -3.355068 7.503103 -0.722895 -0.0011 0.0509 -0.0620
H -4.934178 7.066743 -1.390715 0.1200 0.0690 -0.4036
H -4.649458 6.853813 0.260235 0.3951 -0.8634 0.2873
C 3.790062 5.812143 -2.434225 0.6514 0.9332 -0.6331
C 3.344392 5.074843 -3.738715 0.4335 0.9635 1.5551
O 2.625602 3.972863 -3.268565 -0.1215 -3.9049 0.1063
P 3.275842 2.428183 -3.288395 -0.5879 0.2265 -1.1487
O 2.274452 1.346033 -3.041175 1.5958 2.0154 0.1009
O 3.918152 2.382903 -4.794445 0.1175 0.1269 2.1676
C 3.432632 1.551613 -5.844045 -1.3969 -0.2738 -0.2405
C 3.499742 2.356873 -7.119275 1.6451 -0.5326 -1.5210
O 4.573682 2.525403 -2.298985 -1.6122 0.5931 -0.5743
C 5.904802 2.082253 -2.588085 -0.0312 -1.3232 -0.5962
C 6.059832 0.580323 -2.248195 0.4565 -0.4353 0.0104
H 3.262532 6.760723 -2.334175 -0.3154 -0.0824 0.0628
H 3.631102 5.238863 -1.520875 -0.1489 -0.2266 -0.3583
H 4.833422 6.127423 -2.424865 0.2378 -0.2532 -0.2112
H 2.635582 5.713053 -4.266335 0.0424 -0.1228 -0.1838
H 4.134072 4.773823 -4.427115 0.1596 0.1335 0.1706
H 3.941032 0.587773 -5.869755 0.8420 0.3485 -0.2395
H 2.426482 1.169723 -5.671095 -0.3704 0.7032 0.4159
H 2.977892 1.886723 -7.952785 -0.5614 0.0497 0.2897
H 3.381642 3.439863 -7.155065 -0.9394 -0.1236 0.8403
H 4.519292 2.312343 -7.502195 0.4863 -0.2048 0.1172
H 6.083232 2.310973 -3.638775 0.1222 -0.3753 -0.0878
H 6.627132 2.678593 -2.030675 -0.3939 0.1116 0.3090
H 5.223532 -0.075617 -2.489975 -0.4611 0.5695 -0.1376
H 6.876762 0.069703 -2.758075 0.3114 0.5346 -0.4021
H 6.294962 0.369683 -1.204915 -0.2694 0.4913 0.2336
```
Forces are in eV/Å.

Net charge   -2
Energy relative to the best compared isomer or geometry (same formula, charge and spin)   289.95 kcal/mol
HOMO   -0.047 Ha
Spin multiplicity   1
DFT total energy   -5727.86235 Ha
Lowest unoccupied orbital energy   0.0873 hartree
Kohn-Sham gap   0.1348 Ha
Strongest force on any atom   0.083 hartree/bohr

Here are the Löwdin charges for atoms 1 to 6, given in e: Ba 1.50; O -0.62; H -0.21; O -0.63; H -0.22; O -0.62